Entry 1:
DFT (wB97M-V/def2-TZVPD) results for one molecule with the formula C4H8N2O2.

Net charge   0
LUMO level   0.74 eV
Orbital gap   10.264 eV

Last column: natural (NBO) charge in e.
Element x y z (Å)
C 2.772215 1.037532 0.194178  -0.701
C 2.672039 -0.456760 -0.030710  0.052
N 1.535045 -1.034083 -0.161935  -0.140
O 0.527430 -0.147022 0.070671  -0.384
C -0.724337 -0.855758 -0.068328  -0.160
C -1.870289 0.211086 -0.041076  0.654
N -3.175292 -0.280721 0.115194  -0.836
O -1.598378 1.394056 -0.272622  -0.572
H 2.483209 1.197567 1.226579  0.236
H 1.986616 1.591618 -0.351137  0.252
H 3.733430 1.507501 -0.054463  0.224
H 3.504273 -1.119644 -0.203086  0.197
H -0.931650 -1.617666 0.682126  0.183
H -0.786177 -1.361852 -1.021116  0.211
H -3.807182 0.487417 0.436939  0.400
H -3.230972 -1.074173 0.902567  0.383

Atoms 1-2, force components in eV/Å:
-0.2 0.0 -0.2
-0.9 0.6 -0.9

=====

Entry 2:
DFT (wB97M-V/def2-TZVPD) results for one molecule with the formula C4H8N2O2.

Net charge   0
LUMO level   0.85 eV
Orbital gap   9.567 eV

Last column: natural (NBO) charge in e.
Element x y z (Å)
C 1.616422 0.889228 -0.565640  -0.545
C 0.608749 0.235873 0.008408  0.484
O 0.644956 -0.144903 1.452503  -0.434
N 0.564528 1.031407 2.287157  -0.510
N -0.546661 -0.260726 -0.519041  -0.481
C -0.646329 -0.638957 -1.920623  -0.425
C -1.430578 -0.913478 0.429430  0.553
O -2.274021 -1.732415 0.099477  -0.568
H 1.599274 1.149885 -1.616019  0.216
H 2.440838 1.251862 0.038261  0.229
H 1.316239 0.884093 2.960374  0.348
H -0.313760 0.909032 2.791281  0.335
H -1.247976 -1.545249 -2.035787  0.243
H 0.330950 -0.867975 -2.354240  0.211
H -1.121824 0.179873 -2.467072  0.206
H -1.540807 -0.427550 1.411533  0.139

Atoms 1-2, force components in eV/Å:
-0.3 0.0 0.2
1.1 0.1 2.6

=====

Entry 3:
DFT (wB97M-V/def2-TZVPD) results for one molecule with the formula C4H8N2O2.

Net charge   0
LUMO level   0.91 eV
Orbital gap   9.306 eV

Last column: natural (NBO) charge in e.
Element x y z (Å)
C 1.318821 1.119945 -0.032483  0.346
N 0.184155 1.630081 -0.196232  -0.321
N -1.235810 1.222097 -0.156648  -0.471
C -1.720847 0.086740 0.510437  -0.295
C -1.432485 -1.234814 -0.141886  -0.109
O 0.010390 -1.086797 -0.629800  -0.593
C 1.180676 -1.263049 0.267659  0.217
O 1.990654 -0.090607 0.135876  -0.521
H 2.062186 1.767686 0.168291  0.162
H -1.632723 2.071123 -0.287711  0.393
H -1.414413 0.058460 1.520510  0.191
H -2.803759 0.343911 1.002200  0.234
H -1.805601 -2.291954 0.205243  0.222
H -1.677386 -1.184216 -1.366562  0.225
H 1.714435 -2.269300 0.138741  0.188
H 0.833506 -1.294652 1.418477  0.132

Atoms 1-2, force components in eV/Å:
-1.5 -2.4 0.2
-2.7 -0.1 0.8

=====

Entry 4:
DFT (wB97M-V/def2-TZVPD) results for one molecule with the formula C4H8N2O2.

Net charge   0
LUMO level (alpha / beta)   -1.44 / -2.24 eV
Orbital gap (alpha / beta)   7.827 / 6.413 eV

Last column: natural (NBO) charge in e.
Element x y z (Å)
C 0.805909 1.005821 0.800031  -0.630
C -1.018696 0.836578 -0.989669  -0.605
C 0.050633 0.114574 -0.177614  -0.071
O 2.094261 -0.682291 -0.758369  -0.408
N 0.819648 -0.688771 -1.060915  0.219
H 2.499747 -1.346017 -1.343461  0.504
H 1.499156 0.433491 1.414243  0.234
H 0.075159 1.480087 1.452939  0.243
H 1.363549 1.780930 0.268626  0.214
H -0.606402 1.708776 -1.502694  0.207
H -1.468871 0.168927 -1.723770  0.229
H -1.796783 1.147679 -0.290515  0.251
N -1.668701 -0.907519 1.261372  -0.755
C -0.592649 -1.150856 0.638821  0.635
O 0.154469 -2.164268 0.516942  -0.640
H -2.210429 -1.737140 1.494032  0.372

Atoms 1-2, force components in eV/Å:
0.0 -0.1 -0.1
0.0 -0.1 0.1

=====

Entry 5:
DFT (wB97M-V/def2-TZVPD) results for one molecule with the formula C4H8N2O2.

Net charge   0
LUMO level   0.36 eV
Orbital gap   8.748 eV

Last column: natural (NBO) charge in e.
Element x y z (Å)
H 1.245703 -2.794480 -0.179880  0.328
N 0.328558 -2.152726 -0.393934  -0.744
C 0.531966 -0.777061 -0.390320  0.377
N 1.771458 -0.434228 -0.116833  -0.314
O 2.065969 0.871922 -0.347373  -0.586
C -0.749267 0.047467 -0.135416  -0.128
C -1.621719 -0.598988 -1.067094  -0.278
C -0.890801 0.799220 1.155887  -0.080
O -0.229491 1.993137 1.112196  -0.702
H 2.512588 -0.877509 -0.515055  0.378
H 1.514799 1.403098 0.382379  0.480
H -1.520435 -1.078382 -2.063537  0.245
H -2.654002 -0.039345 -1.036302  0.176
H -0.237626 0.274447 1.922784  0.198
H -1.781943 1.025893 1.385895  0.180
H -0.285758 2.337535 0.286604  0.469

Atoms 1-2, force components in eV/Å:
-2.3 2.5 -1.1
1.5 1.8 0.3

=====

Entry 6:
DFT (wB97M-V/def2-TZVPD) results for one molecule with the formula C4H8N2O2.

Net charge   0
LUMO level   0.62 eV
Orbital gap   10.335 eV

Last column: natural (NBO) charge in e.
Element x y z (Å)
H -1.041833 -2.045429 0.619927  0.362
N -0.278695 -1.385404 0.530549  -0.737
C -0.484751 -0.361111 -0.157908  0.468
C -2.040949 0.222377 -0.536003  -0.181
O -2.715418 0.642786 0.624335  -0.704
N 0.329532 0.648498 -0.512285  -0.671
C 1.669014 0.870887 -0.174797  0.698
C 2.431215 -0.317330 0.339707  -0.716
O 2.163287 1.934785 -0.457782  -0.555
H -2.518282 -0.666650 -0.975182  0.173
H -2.198802 0.993629 -1.302885  0.199
H -2.533119 0.023123 1.342299  0.478
H -0.594843 1.289845 -0.737149  0.450
H 3.490795 -0.076257 0.350889  0.238
H 2.256292 -1.192016 -0.284579  0.245
H 2.066555 -0.581734 1.330863  0.253

Atoms 1-2, force components in eV/Å:
-0.3 0.3 -0.1
0.7 -0.8 0.0

=====

Entry 7:
DFT (wB97M-V/def2-TZVPD) results for a 2-piece molecular cluster, C4H8N2O2 overall.

Net charge   0
LUMO level   0.68 eV
Orbital gap   9.302 eV

Last column: natural (NBO) charge in e.
Element x y z (Å)
C 1.437201 -1.771180 -0.195851  -0.477
N 1.352682 -0.350155 -0.266112  -0.276
N 2.243306 0.271211 -0.877632  0.214
O 3.211804 -0.188640 -1.426605  -0.467
H 0.329468 -2.138767 -0.175221  0.219
H 2.001518 -2.094207 -0.991233  0.217
H 2.047201 -2.096930 0.753550  0.221
H 2.108981 1.315831 -0.986678  0.361
C -2.520333 1.121568 1.165100  -0.612
C -1.257555 0.593505 0.480691  -0.567
C -1.046108 0.825636 -0.755459  0.722
O -0.741760 1.017585 -1.828547  -0.476
H -3.241655 0.301756 1.154315  0.210
H -2.966592 2.079921 0.813945  0.223
H -2.327698 1.322937 2.256625  0.215
H -0.630459 -0.210070 0.879110  0.275

Atoms 1-2, force components in eV/Å:
-1.2 -0.3 2.9
-0.8 1.5 0.8

=====

Entry 8:
DFT (wB97M-V/def2-TZVPD) results for one molecule with the formula C4H8N2O2.

Net charge   0
LUMO level   0.66 eV
Orbital gap   9.921 eV

Last column: natural (NBO) charge in e.
Element x y z (Å)
H -0.728868 -1.626566 2.287735  0.323
N -0.297323 -2.167161 1.533593  -0.625
C -0.071245 -1.457689 0.484754  0.173
C -0.702583 0.057151 0.295379  -0.337
C -1.732167 0.168110 -0.811041  -0.604
C 0.538731 0.797124 0.013381  0.507
O 0.746607 2.017454 0.519051  -0.658
N 1.485546 0.070777 -0.497835  -0.238
O 2.731414 0.740450 -0.503988  -0.614
H 0.225101 -1.997895 -0.424577  0.189
H -1.096987 0.315394 1.278975  0.225
H -2.618624 -0.424813 -0.565834  0.220
H -1.342714 -0.201749 -1.765386  0.219
H -2.039479 1.207418 -0.970521  0.221
H 1.666661 2.254795 0.302013  0.507
H 3.235931 0.247200 -1.175698  0.490

Atoms 1-2, force components in eV/Å:
0.1 0.1 -0.2
0.8 0.9 -1.1

=====

Entry 9:
DFT (wB97M-V/def2-TZVPD) results for one molecule with the formula C4H8N2O2.

Net charge   0
LUMO level   0.64 eV
Orbital gap   10.061 eV

Last column: natural (NBO) charge in e.
Element x y z (Å)
H 1.920673 -2.824194 0.449776  0.378
N 1.342121 -2.227972 -0.233552  -0.725
C 0.798126 -1.079314 -0.001752  0.642
O 0.195443 -0.437517 -1.028338  -0.471
C -0.055236 0.837609 -0.625065  0.074
C -1.152091 1.209522 -1.644629  -0.618
C -0.326711 0.571631 0.880696  -0.270
N 0.717402 -0.350150 1.235785  -0.198
O 0.260609 -1.153595 2.373539  -0.557
H 0.751705 1.596309 -0.887336  0.177
H -1.947895 0.408616 -1.440138  0.213
H -1.569218 2.215497 -1.713939  0.220
H -0.659234 0.994331 -2.732899  0.230
H -1.208639 -0.047013 0.852144  0.197
H -0.259056 1.459917 1.586655  0.220
H 1.192002 -1.173677 2.929050  0.486

Atoms 1-2, force components in eV/Å:
-1.8 2.1 -0.8
0.2 0.8 0.6

=====

Entry 10:
DFT (wB97M-V/def2-TZVPD) results for one molecule with the formula C4H8N2O2.

Net charge   0
LUMO level   0.53 eV
Orbital gap   10.402 eV

Last column: natural (NBO) charge in e.
Element x y z (Å)
C -2.180773 1.707789 -0.455538  -0.613
C -1.422319 0.565319 0.246098  -0.508
C 0.039755 0.465268 -0.176887  0.698
O 0.568564 1.238838 -0.923394  -0.552
N 0.692311 -0.627851 0.376245  -0.697
C 2.099011 -0.818865 0.283326  0.790
N 2.436869 -2.119803 0.133677  -0.839
O 2.883854 0.085875 0.374596  -0.574
H -1.569577 2.096012 -1.263353  0.242
H -3.104571 1.318324 -0.885794  0.205
H -2.448965 2.470629 0.262876  0.211
H -1.883791 -0.386131 -0.049098  0.212
H -1.498396 0.652672 1.333744  0.229
H 0.137500 -1.394017 0.721354  0.397
H 1.841787 -2.878878 -0.150123  0.394
H 3.408745 -2.375180 0.172275  0.406

Atoms 1-2, force components in eV/Å:
0.0 -0.8 0.1
-0.3 0.0 -0.5

=====

Entry 11:
DFT (wB97M-V/def2-TZVPD) results for one molecule with the formula C4H8N2O2.

Net charge   0
LUMO level   0.88 eV
Orbital gap   9.904 eV

Last column: natural (NBO) charge in e.
Element x y z (Å)
C -0.655189 -0.164949 -2.146823  -0.260
O 0.235910 0.415885 -1.227021  -0.530
C -0.333778 0.773201 -0.033996  0.351
C 0.735016 1.245822 0.947839  -0.286
N 1.526491 0.147788 1.536766  -0.448
C 1.008061 -0.998612 1.520226  0.245
N -0.161355 -1.403878 0.788252  -0.362
O -1.053786 -0.324837 0.583236  -0.407
H -0.037377 -0.468264 -3.007741  0.198
H -1.417871 0.571229 -2.465676  0.168
H -1.162492 -1.077773 -1.735409  0.189
H -1.153715 1.519037 -0.205523  0.162
H 0.214703 1.857503 1.730769  0.209
H 1.435197 1.922673 0.446118  0.216
H 1.512674 -1.873453 1.998323  0.177
H -0.692490 -2.141371 1.270660  0.377

Atoms 1-2, force components in eV/Å:
-0.4 -0.7 -0.5
0.6 -0.2 0.0

=====

Entry 12:
DFT (wB97M-V/def2-TZVPD) results for a 2-piece molecular cluster, C4H8N2O2S overall.

Net charge   0
LUMO level   0.40 eV
Orbital gap   8.392 eV

Last column: natural (NBO) charge in e.
Element x y z (Å)
N 0.015800 -1.595777 -1.530949  -0.822
C 0.661528 -0.984020 -0.463122  -0.031
C 0.037734 -0.120993 0.341485  -0.306
C 0.553246 -0.084185 1.959433  -0.097
N -0.642020 -0.093488 2.706663  -0.867
S 1.538304 1.528366 1.954851  -0.094
H -0.640709 -0.976709 -2.048750  0.383
H 0.576913 -2.189387 -2.188646  0.378
H 1.381652 -1.590838 -0.038724  0.181
H -0.809834 0.362056 0.105232  0.182
H 1.252173 -0.842892 2.193130  0.190
H -1.143454 0.813510 2.915865  0.390
H -1.149262 -0.822048 2.334551  0.371
H 1.976388 1.133603 0.750724  0.140
O -1.081674 2.898356 -2.635801  -0.493
C -1.208569 1.821326 -2.992590  1.028
O -1.318216 0.743120 -3.363351  -0.533

Atoms 1-2, force components in eV/Å:
0.2 0.0 -2.6
-3.0 -0.3 0.3

=====

Entry 13:
DFT (wB97M-V/def2-TZVPD) results for one molecule with the formula C4H8N2O3S.

Net charge   0
LUMO level (alpha / beta)   -0.37 / -0.37 eV
Orbital gap (alpha / beta)   8.231 / 8.230 eV

Last column: natural (NBO) charge in e.
Element x y z (Å)
C -1.123664 2.628800 -0.041389  -0.281
O -0.949593 1.244325 0.208152  -0.385
N 0.302419 0.838011 -0.214029  -0.261
C 0.443361 -0.432377 -0.147106  0.487
C 1.783565 -0.922882 -0.392879  -0.750
S 3.020875 0.135828 -0.007283  1.946
N 2.831700 1.668590 0.130085  -0.974
O 4.328926 -0.393153 -0.078895  -0.848
O -0.625776 -1.249914 0.079213  -0.480
C -0.453784 -2.623922 0.168575  -0.287
H -1.993054 2.891408 -0.735530  0.184
H -0.289848 3.009844 -0.693514  0.196
H -1.325079 3.361339 0.858999  0.189
H 2.012634 -1.851023 -0.022766  0.246
H 1.825258 1.866326 0.243264  0.419
H -0.212921 -3.002420 -0.837736  0.186
H -1.555139 -3.080923 0.126573  0.216
H 0.230219 -3.078106 0.986006  0.196

Atoms 1-2, force components in eV/Å:
-0.6 2.7 -1.2
-1.0 0.8 0.1

=====

Entry 14:
DFT (wB97M-V/def2-TZVPD) results for one molecule with the formula C4H8N2OS.

Net charge   0
LUMO level   0.33 eV
Orbital gap   8.659 eV

Last column: natural (NBO) charge in e.
Element x y z (Å)
O 0.008581 -0.351388 1.847659  -0.549
N 0.099077 0.756440 1.023573  -0.107
C -0.643399 1.798390 1.432607  -0.015
S -1.084104 3.386262 0.802838  -0.222
C 0.379819 0.353126 -0.318709  -0.117
C 1.225176 -0.894018 -0.373321  -0.227
N -0.090912 -1.609802 -0.822320  -0.691
C -0.687473 -0.262380 -1.170726  -0.237
H -0.191654 -1.037848 1.175647  0.487
H -0.611272 1.715896 2.499751  0.200
H 0.930536 1.183581 -0.706135  0.240
H 1.546377 -1.457130 0.487325  0.231
H 1.744302 -0.872235 -1.239959  0.200
H -0.254714 -2.423886 -1.540512  0.388
H -0.566111 -0.247100 -2.268288  0.205
H -1.804229 -0.037909 -0.829431  0.213

Atoms 1-2, force components in eV/Å:
-0.1 -0.7 0.5
-1.7 0.5 -0.7

=====

Entry 15:
DFT (wB97M-V/def2-TZVPD) results for one molecule with the formula C4H8N2OS.

Net charge   0
LUMO level   0.63 eV
Orbital gap   8.827 eV

Last column: natural (NBO) charge in e.
Element x y z (Å)
C -2.668909 -0.506648 -0.466283  -0.246
O -1.393076 0.023542 -0.172413  -0.536
C -0.525853 -0.871580 0.378071  0.095
C 0.794247 -0.650939 0.473011  -0.118
N 1.472186 0.503938 0.080676  -0.269
N 0.811495 1.768590 0.087142  -0.638
C 2.777090 0.524509 -0.204701  -0.047
S 3.801851 -0.769854 -0.249481  -0.178
H -2.606012 -1.235755 -1.243290  0.182
H -3.159293 -0.930179 0.462536  0.176
H -3.292530 0.279717 -0.828709  0.199
H -0.999210 -1.858043 0.713557  0.194
H 1.418938 -1.413437 0.868161  0.242
H -0.054274 1.683035 -0.478627  0.376
H 0.472327 1.963720 1.045891  0.353
H 3.151019 1.489383 -0.465548  0.213

Atoms 1-2, force components in eV/Å:
-0.5 -0.4 1.5
0.0 0.1 0.1

=====

Calculated ΔE to the lowest compared entry with this formula, charge and spin, 75.7 96.3 160.5 134.3 178.9 70.4 132.0 86.8 110.8 5.7 88.0 39.5 142.8 118.2 56.6 kcal per mole (same order as the records).
Calculated largest force on an atom, 3.4 2.9 5.9 0.7 7.7 5.0 3.8 3.7 5.5 1.4 1.5 6.4 3.7 4.7 1.8 eV/Å (same order as the records).